ORCA calculation (the ωB97M-V functional and the def2-TZVPD basis) on C4H4O2 as an isolated structure.

Summary:
HOMO-LUMO gap	10.574	eV
maximum force	0.6	eV/Å
ΔE to the lowest compared entry with this formula, charge and spin	206.2	kJ/mol
HOMO level	-9.611	eV

Structure (ORCA input):
```
! wB97M-V def2-TZVPD RIJCOSX def2/J DEFGRID3
* xyz 0 1
O 0.789 -0.891 -1.114
O -0.167 2.116 0.634
C -1.087 -0.128 0.032
C 0.234 -0.892 0.173
C 1.079 0.261 -0.332
C -0.130 1.078 0.024
H -1.818 -0.146 0.840
H -1.552 -0.333 -0.938
H 0.510 -1.584 0.961
H 2.122 0.566 -0.289
*
```

ORCA calculation (the ωB97M-V functional and the def2-TZVPD basis) on one molecule with the formula C21H26ClN3O6.

Summary:
HOMO-LUMO gap	7.868	eV
maximum force	0.6	eV/Å
SMILES	COc1ccc(Cl)cc1NC(=O)CN(C)CC(=O)Nc1cc(OC)c(OC)c(OC)c1
HOMO level	-7.220	eV

Structure (ORCA input):
```
! wB97M-V def2-TZVPD RIJCOSX def2/J DEFGRID3
* xyz 0 1
Cl 3.171 -0.288 -2.432
O -1.325 1.797 -1.882
O 4.344 0.300 0.877
O -1.926 -1.170 1.534
O 3.119 2.711 -0.156
O 2.932 -1.570 1.816
O -1.822 -2.909 -0.872
N -1.167 0.947 1.107
N -1.888 -0.392 -1.594
N -3.614 1.694 0.202
C 0.526 -0.393 -2.012
C -0.608 -2.360 -1.171
C 2.225 -0.478 1.411
C -1.848 -4.096 -0.113
C 1.784 -2.372 -1.451
C 3.006 0.560 0.862
C -2.114 -0.001 1.258
C -4.768 2.528 0.485
C 0.973 1.806 0.492
C 2.357 1.710 0.391
C 0.849 -0.367 1.511
C -2.136 0.941 -1.600
C -3.532 0.557 1.102
C 5.259 1.133 0.205
C 2.221 -2.653 2.361
C 1.728 -1.078 -1.928
C -0.640 -1.023 -1.617
C -3.568 1.302 -1.202
C 0.224 0.781 1.046
C 2.465 3.751 -0.843
C 0.610 -3.011 -1.078
H -2.898 -4.283 0.103
H -4.735 3.409 -0.154
H -2.620 -1.021 -1.285
H 5.298 2.133 0.644
H -4.725 2.855 1.522
H 2.970 -3.411 2.586
H -3.855 2.169 -1.801
H 1.703 -2.372 3.284
H 0.250 -1.155 1.928
H 5.028 1.215 -0.859
H 1.782 3.365 -1.606
H -3.841 0.882 2.100
H 0.493 0.625 -2.360
H 6.226 0.644 0.328
H -4.196 -0.274 0.809
H 2.730 -2.883 -1.368
H 0.662 -4.027 -0.719
H 1.915 4.404 -0.158
H -1.513 1.852 0.805
H 3.258 4.324 -1.322
H 0.460 2.677 0.120
H -4.261 0.471 -1.423
H 1.495 -3.056 1.648
H -1.438 -4.942 -0.673
H -5.722 2.008 0.319
H -1.305 -3.968 0.827
*
```

ORCA calculation (the ωB97M-V functional and the def2-TZVPD basis) on ClF3O4Sr4 as an isolated structure.

Summary:
<S²>	0.761
HOMO-LUMO gap (alpha / beta)	10.852 / 3.616	eV
maximum force	5.7	eV/Å
HOMO level (alpha / beta)	-27.661 / -27.640	eV

Structure (ORCA input):
```
! wB97M-V def2-TZVPD RIJCOSX def2/J DEFGRID3
* xyz 5 2
Sr -25.555 -18.459 5.154
Sr -23.719 -16.802 1.367
Sr -20.088 -18.621 2.556
Sr -24.782 -22.925 4.638
Cl -23.302 -20.029 2.513
F -25.048 -20.795 6.116
F -25.239 -16.641 3.292
F -21.550 -18.135 0.724
O -21.976 -20.714 2.689
O -23.170 -18.711 3.257
O -24.247 -20.473 3.421
O -23.798 -19.892 1.193
*
```